CH3F2N4O | wB97M-V/def2-TZVPD

The net charge is +1. The value obtained for the relative energy (zero: lowest compared OMol25 entry of this formula, charge and spin) is 57.4 kcal/mol. The value obtained for the HOMO-LUMO gap is 9.928 eV. As for the HOMO energy: -15.728 eV.

Cartesian coordinates (Å):
C -1.7003 -0.2251 -0.0761
N 0.5108 -1.0271 0.0708
N -0.7584 -0.7911 0.2602
N 0.5530 1.1176 -0.5253
N 1.2110 0.1574 -0.1997
O -2.8233 0.2259 -0.2420
F 2.1452 0.2843 1.2334
F 2.4169 -0.1206 -0.9395
H 0.7381 -1.7735 0.7105
H 1.1880 1.8245 -0.8069
H -3.4810 0.3276 0.5148

In elementary charge units, the Mulliken charges are: 0.56 -0.34 0.23 -0.71 1.13 -0.34 -0.41 -0.18 0.31 0.28 0.46

C3H11N2S | wB97M-V/def2-TZVPD

Its SMILES is CC[NH2+][C@@H](N)S. The net charge is +1. The value obtained for the relative energy (zero: lowest compared OMol25 entry of this formula, charge and spin) is 38.4 kcal/mol. The value obtained for the HOMO-LUMO gap is 11.005 eV. As for the HOMO energy: -14.080 eV.

Cartesian coordinates (Å):
C -2.2958 0.9184 0.0039
C -0.8839 1.0246 0.5504
N -0.1417 -0.1944 -0.0300
C 1.3230 -0.7264 0.3259
N 1.5680 -1.6211 -0.8031
S 2.3774 0.7638 0.4311
H -2.2716 0.4766 -0.9668
H -2.8012 0.3386 0.8238
H -2.9171 1.8488 -0.0275
H -0.8602 0.9640 1.6750
H -0.2571 1.9337 0.2551
H -0.0013 -0.2227 -1.0761
H -0.8116 -1.0382 -0.0158
H 1.3865 -1.1246 1.3809
H 1.4137 -2.5141 -0.5517
H 2.5163 -1.6321 -1.0866
H 2.6567 0.8052 -0.8885

In elementary charge units, the Mulliken charges are: -1.11 -0.29 -0.38 -0.02 -0.60 -0.14 0.35 0.33 0.33 0.33 0.34 0.47 0.41 0.34 0.21 0.25 0.18

C23H37BrCl2N7OPSY | wB97M-V/def2-TZVPD

The net charge is -1. The value obtained for the relative energy (zero: lowest compared OMol25 entry of this formula, charge and spin) is 43.4 kcal/mol. The value obtained for the HOMO-LUMO gap is 3.460 eV. As for the HOMO energy: -1.685 eV.

Cartesian coordinates (Å):
Y 0.1098 0.3887 -0.4882
C 4.0701 3.1603 4.3832
C 3.0608 1.9797 4.3417
N 3.1221 1.1417 3.1555
C 2.3143 1.1997 2.0861
S 2.2851 -0.0897 0.9770
N 1.6766 2.3466 1.9305
N 0.8615 2.3750 0.8911
C 0.4219 3.5813 0.5461
C 1.1703 4.7845 1.1062
C -0.7279 3.6615 -0.3456
C -1.3254 4.8693 -0.7692
C -2.4882 4.8298 -1.5416
C -3.0082 3.5775 -1.8751
C -2.3548 2.4318 -1.4700
N -1.2771 2.4657 -0.7083
H 3.7940 3.8524 5.2257
H 5.0704 2.7011 4.5392
H 4.0398 3.7269 3.4706
H 3.3264 1.2976 5.1531
H 2.0536 2.4097 4.4629
H 3.7066 0.3025 3.2018
H 1.2869 4.5740 2.1813
H 2.1881 4.8868 0.7213
H 0.6122 5.7342 1.0267
H -0.7866 5.8106 -0.6169
H -3.0386 5.7301 -1.7826
H -3.9269 3.4742 -2.4789
H -2.7540 1.4156 -1.6497
N -1.2595 -0.6204 -2.2721
C -1.7893 -1.9702 -2.0025
C -2.0275 -2.8414 -3.2914
C -0.7968 -3.3837 -4.0433
C -0.0288 -2.4584 -5.0240
N 0.4833 -1.2907 -4.3066
H -2.0164 -0.0341 -2.6198
H -0.5543 -0.6650 -3.0813
H -2.7770 -1.9319 -1.4799
H -1.0945 -2.4447 -1.3352
H -2.6577 -2.2544 -3.9775
H -2.6190 -3.7235 -2.9440
H -1.1417 -4.2082 -4.6717
H -0.0858 -3.9395 -3.3967
H -0.7664 -2.1378 -5.8089
H 0.7977 -3.0128 -5.5141
H 0.9227 -0.5726 -4.8822
H 1.1985 -1.6238 -3.6533
Br 1.3719 1.8219 -2.6816
C -2.2595 -1.4078 3.5760
P -2.2929 -0.0136 2.3975
C -4.0463 -0.0065 1.8710
C -1.9690 1.4019 3.4926
O -1.2505 -0.1906 1.2644
H -2.9853 -1.2211 4.3756
H -1.2610 -1.5281 3.9896
H -2.5249 -2.3326 3.0271
H -4.7227 -0.2249 2.7517
H -4.1688 -0.7374 1.0769
H -4.2981 1.0132 1.4773
H -2.3020 1.2292 4.5170
H -2.4225 2.3324 3.0836
H -0.8661 1.5885 3.4655
Cl 0.4687 -3.3229 1.4639
C 1.5522 -3.8669 0.2342
C 1.9653 -5.1762 0.2860
C 2.8042 -5.6782 -0.6780
C 3.2454 -4.8693 -1.7184
C 2.8509 -3.5543 -1.8537
Cl 3.5853 -2.5513 -3.0909
C 1.9153 -2.8838 -0.8770
N 1.4800 -1.6895 -0.9739
H 1.6081 -5.7580 1.1400
H 3.2722 -6.6604 -0.5651
H 3.9796 -5.2192 -2.4206

In elementary charge units, the Mulliken charges are: 0.60 -1.10 -0.40 -0.10 0.03 -0.21 -0.69 0.79 0.28 -1.44 0.37 -0.99 -0.42 -1.11 0.00 0.65 0.28 0.32 0.31 0.45 0.17 0.28 0.31 0.23 0.44 0.35 0.42 0.37 0.40 0.25 -0.08 -0.78 -0.55 -0.69 -0.45 0.34 0.12 0.09 -0.02 0.22 0.39 0.38 0.24 0.33 0.36 0.20 -0.11 -0.67 -1.34 0.85 -1.15 -0.85 -0.03 0.46 0.35 0.34 0.36 0.30 0.34 0.42 0.34 0.01 -0.24 0.56 -0.30 -0.56 -0.48 0.35 -0.28 -1.04 -0.44 0.29 0.23 0.37

C10H18BFN2O3 | wB97M-V/def2-TZVPD

The value obtained for the HOMO-LUMO gap is 6.628 eV. As for the HOMO energy: -7.113 eV.

Cartesian coordinates (Å):
O -5.5586 3.7500 -2.1926
C -4.3561 3.7122 -2.1527
C -3.5683 3.0302 -1.0700
C -2.8666 1.7575 -1.5645
F -3.5658 1.4026 -2.7755
C -1.3729 1.8827 -1.9728
O -0.7404 0.7559 -1.4190
B -1.8424 -0.2157 -1.1168
O -2.9154 0.7618 -0.6601
H -3.7511 4.2048 -2.9397
H -2.8183 3.7310 -0.6835
H -4.2491 2.7843 -0.2503
H -0.9215 2.8062 -1.5810
H -1.2803 1.9016 -3.0678
H -1.5242 -1.0414 -0.2566
H -2.1934 -0.8064 -2.1348
C 2.0936 0.2380 -0.8762
C 1.7167 0.1114 0.5753
N 2.2727 -1.1008 1.2125
C 3.5082 -1.6598 1.0017
C 3.5974 -2.7443 1.8105
N 2.4114 -2.8277 2.5041
C 1.6327 -1.8172 2.1220
C 2.0532 -3.8418 3.4935
H 1.8026 -0.6645 -1.4129
H 1.4969 1.0560 -1.2702
H 3.1503 0.4323 -1.0747
H 0.6301 0.0292 0.6405
H 2.0301 0.9762 1.1604
H 4.1991 -1.2360 0.2970
H 4.3786 -3.4674 1.9586
H 0.6395 -1.6141 2.4864
H 1.1487 -4.3569 3.1807
H 1.8958 -3.3736 4.4619
H 2.8668 -4.5561 3.5665

In elementary charge units, the Mulliken charges are: -0.49 0.10 -0.95 1.11 -0.42 -0.70 -0.63 0.91 -0.79 0.32 0.33 0.31 0.28 0.24 -0.32 -0.28 -1.22 -0.10 0.23 -0.35 -0.38 0.10 -0.16 -0.82 0.37 0.27 0.41 0.23 0.17 0.39 0.42 0.43 0.35 0.34 0.29

C6H34O13 | wB97M-V/def2-TZVPD

The value obtained for the relative energy (zero: lowest compared OMol25 entry of this formula, charge and spin) is 33.1 kcal/mol. The value obtained for the HOMO-LUMO gap is 8.210 eV. As for the HOMO energy: -8.043 eV.

Cartesian coordinates (Å):
C 1.2911 3.7464 -0.6583
C 0.8547 2.2933 -0.9937
C 1.2662 1.2306 -0.2695
C 1.1026 -0.1924 -0.6914
C 0.9914 -1.1393 0.2449
O 0.9951 -2.4912 0.0503
C -0.3263 2.1815 -1.9291
H 2.3196 3.8492 -0.2726
H 1.1895 4.4700 -1.4589
H 0.7007 3.9400 0.2403
H 2.0594 1.1743 0.4680
H 0.8310 -0.1921 -1.7401
H 1.1797 -1.0333 1.3008
H 0.4354 -2.8074 -0.6729
H -0.2504 1.3956 -2.6643
H -0.5748 3.0755 -2.5054
H -1.2475 2.1442 -1.3155
H -3.6242 -0.0133 -2.8927
H -3.1170 0.9408 -1.8034
O -3.0952 0.7643 -2.7406
H -1.5522 -0.0126 -2.9898
H -1.0817 -1.0852 -3.9187
O -0.9914 -0.8336 -2.9892
H 2.2497 1.0681 -2.9096
H 3.0132 2.0682 -2.0876
O 3.1029 1.1971 -2.4957
H 0.8883 -2.8292 2.2000
H 0.9191 -1.8248 3.3069
O 1.4688 -2.5048 2.8917
H 4.0231 -1.3596 0.1915
H 4.0824 0.2647 0.4121
O 3.7482 -0.5752 0.6901
H -0.6672 0.5991 4.6264
H 0.7309 0.7495 3.8241
O -0.0980 0.2489 3.9201
H -3.1598 -1.3678 -0.1901
H -3.7138 0.0955 0.2996
O -3.6044 -0.5307 -0.4245
H -1.9056 -0.3373 2.3710
H -1.6037 -1.4759 3.3697
O -2.1245 -1.2376 2.6140
H -1.5677 -3.5638 -2.6955
H -1.3225 -2.2445 -1.9776
O -1.4940 -3.1965 -1.7977
H 2.9459 0.7188 2.5143
H 2.4481 -0.7017 2.7419
O 2.3092 0.2175 3.0150
H -0.4773 1.3986 2.0578
H -1.0837 1.0844 0.5672
O -1.2041 1.4785 1.4212
H -2.3907 -2.6531 1.2948
H -2.0503 -3.2727 -0.0166
O -2.8182 -2.9191 0.4673

In elementary charge units, the Mulliken charges are: -1.81 0.34 0.19 1.02 0.19 -0.66 -0.92 0.35 0.43 0.36 -0.25 0.35 -0.58 0.30 0.20 0.47 0.09 0.31 0.37 -0.73 0.38 0.30 -0.67 0.31 0.36 -0.64 0.38 0.37 -0.73 0.26 0.28 -0.56 0.23 0.33 -0.55 0.36 0.26 -0.61 0.33 0.26 -0.63 0.27 0.47 -0.70 0.27 0.36 -0.64 0.40 0.19 -0.70 0.38 0.35 -0.69

C33H36BCl3F4GdN4PSi2 | wB97M-V/def2-TZVPD

The net charge is -2. The value obtained for the relative energy (zero: lowest compared OMol25 entry of this formula, charge and spin) is 10.8 kcal/mol. The spin multiplicity is 8. The value obtained for the HOMO-LUMO gap (alpha / beta) is 4.531 / 4.738 eV. As for the HOMO energy (alpha / beta): -0.513 / -0.721 eV.

Cartesian coordinates (Å):
Gd -0.8647 -0.0745 0.2180
N 1.9237 -0.2335 1.7201
C 3.2265 -0.1013 1.1809
C 4.3758 -0.1578 1.9642
C 5.6337 -0.0674 1.3886
C 5.7552 0.0798 0.0121
C 4.6200 0.1327 -0.7748
C 3.3472 0.0565 -0.2075
P 1.8181 -0.0636 -1.2159
C 2.1611 1.2350 -2.4649
C 1.6247 1.1450 -3.7508
C 1.7364 2.2050 -4.6354
C 2.3673 3.3816 -4.2528
C 2.8875 3.4888 -2.9708
C 2.7773 2.4286 -2.0852
C 2.2204 -1.6225 -2.0989
C 2.9927 -1.7163 -3.2543
C 3.2756 -2.9551 -3.8063
C 2.8072 -4.1159 -3.2057
C 2.0519 -4.0309 -2.0445
C 1.7596 -2.7938 -1.4960
H 1.8981 -0.8324 2.5379
H 1.4947 0.6614 1.9569
H 4.2824 -0.2767 3.0375
H 6.5197 -0.1055 2.0104
H 6.7376 0.1344 -0.4423
H 4.7092 0.2205 -1.8509
H 1.1089 0.2417 -4.0523
H 1.3199 2.1156 -5.6325
H 2.4472 4.2117 -4.9449
H 3.3766 4.4040 -2.6581
H 3.1696 2.5225 -1.0799
H 3.3556 -0.8187 -3.7392
H 3.8509 -3.0106 -4.7237
H 3.0285 -5.0796 -3.6485
H 1.6718 -4.9268 -1.5704
H 1.1697 -2.7389 -0.5858
N -3.0040 0.2039 0.4101
C -3.7346 -0.2696 1.4113
C -3.2151 -0.4962 2.7377
C -4.0005 -0.9630 3.7679
C -5.3570 -1.2361 3.5887
C -5.8971 -1.0386 2.3178
C -5.1311 -0.5784 1.2680
H -2.1686 -0.2726 2.9226
H -3.5525 -1.1248 4.7449
H -5.9648 -1.5994 4.4098
H -6.9486 -1.2624 2.1519
H -5.5654 -0.4464 0.2828
C -2.7947 4.9294 2.6024
Si -1.7791 3.6894 3.6145
C -0.6720 4.7130 4.7759
C -2.9417 2.6661 4.6887
C -0.8301 2.6196 2.4937
C -0.3876 1.7940 1.6987
H -3.3662 5.6134 3.2356
H -3.4942 4.3881 1.9610
H -2.1472 5.5253 1.9540
H -1.2688 5.3650 5.4195
H 0.0207 5.3417 4.2103
H -0.0777 4.0601 5.4199
H -3.5725 3.2859 5.3321
H -2.3733 1.9818 5.3228
H -3.5842 2.0496 4.0554
Cl -2.2794 -3.7818 -2.2372
Si -1.7940 -1.7185 -2.0519
Cl -3.6649 -0.9312 -2.8241
Cl -0.7807 -1.6114 -4.0952
F 0.9219 -3.8704 1.5911
B -0.1081 -3.1683 2.2216
F -1.2536 -3.9201 2.3370
F 0.3251 -2.6295 3.4306
F -0.4029 -2.0031 1.3397
C -2.9256 3.1839 -4.2517
N -2.0491 2.9730 -3.1229
C -1.6306 3.9032 -2.1991
C -0.8779 3.2183 -1.2933
N -0.8235 1.8931 -1.6490
C -1.5400 1.7849 -2.7449
H -3.3043 4.2029 -4.2260
H -3.7649 2.4906 -4.2032
H -2.3922 3.0219 -5.1897
H -1.9116 4.9402 -2.2666
H -0.3902 3.5784 -0.4026
H -1.7043 0.8839 -3.3156

In elementary charge units, the Mulliken charges are: -0.09 0.02 -0.37 -0.47 -0.56 -0.80 -0.22 0.13 2.22 -0.05 -0.33 -0.83 -0.61 -0.67 -0.74 0.56 -0.36 -0.71 -0.59 -0.59 -0.27 0.13 -0.03 0.45 0.36 0.41 0.29 0.39 0.45 0.36 0.39 0.48 0.29 0.38 0.34 0.47 0.20 -0.49 0.40 0.18 -1.00 -0.53 -0.34 -0.54 0.47 0.35 0.34 0.30 0.33 -1.00 0.02 -1.02 -0.81 0.27 -0.48 0.28 0.29 0.31 0.27 0.28 0.29 0.33 0.29 0.16 -0.43 0.64 -0.34 -0.46 -0.39 0.12 -0.33 -0.41 0.71 -0.95 0.36 -0.82 -0.64 0.76 -1.06 0.31 0.35 0.31 0.40 0.54 0.33

| no. | electronic energy (eV) |
| --- | --- |
| 1 | -14511.334 |
| 2 | -17097.348 |
| 3 | -153189.832 |
| 4 | -23177.527 |
| 5 | -33389.842 |
| 6 | -135770.805 |